(1)
{"formula": "C18H18F6N11O7S4Ti", "method": "ωB97M-V with the def2-TZVPD basis set", "elements": ["Ti", "C", "C", "N", "N", "C", "S", "N", "N", "H", "H", "H", "H", "H", "H", "F", "C", "F", "F", "S", "O", "O", "N", "S", "O", "O", "C", "F", "F", "F", "O", "C", "C", "C", "C", "O", "N", "H", "H", "H", "H", "O", "N", "C", "C", "N", "C", "N", "C", "C", "C", "C", "N", "C", "S", "N", "C", "H", "H", "H", "H", "H", "H", "H", "H"], "coordinates": [[0.296, -0.183, 0.656], [3.805, 1.194, -2.690], [3.506, -0.236, -2.462], [4.278, -1.238, -2.730], [3.576, -2.329, -2.295], [2.379, -2.034, -1.767], [1.249, -3.039, -1.064], [2.338, -0.681, -1.891], [1.283, 0.099, -1.424], [4.759, 1.270, -3.204], [3.870, 1.713, -1.732], [3.031, 1.661, -3.302], [3.954, -3.255, -2.378], [1.654, 1.028, -1.214], [0.586, 0.185, -2.194], [0.993, 4.186, -0.035], [1.033, 4.025, 1.302], [2.333, 4.034, 1.656], [0.463, 5.107, 1.848], [0.213, 2.437, 1.887], [1.130, 1.644, 0.910], [0.496, 2.707, 3.278], [-1.191, 2.895, 1.182], [-1.892, 2.094, 0.086], [-3.271, 1.781, 0.295], [-1.085, 0.954, -0.447], [-1.893, 3.249, -1.367], [-2.839, 2.910, -2.234], [-2.130, 4.492, -0.950], [-0.713, 3.219, -1.985], [0.913, -2.107, 3.250], [1.772, -1.343, 2.889], [2.788, -0.669, 3.800], [3.646, 0.165, 2.863], [3.130, -0.176, 1.479], [3.642, 0.186, 0.437], [1.970, -0.930, 1.561], [3.337, -1.437, 4.346], [2.232, -0.077, 4.526], [4.718, -0.020, 2.922], [3.485, 1.238, 2.988], [-0.939, -1.455, 1.011], [-1.861, -1.775, 1.934], [-1.944, -0.947, 2.923], [-1.402, 0.440, 3.052], [-0.472, 0.715, 2.218], [-2.866, -1.374, 3.954], [-3.598, -1.704, 4.775], [-1.967, -3.831, -0.707], [-2.400, -2.545, -1.325], [-3.553, -1.881, -1.030], [-3.838, -0.704, -1.753], [-3.047, -0.229, -2.694], [-1.878, -0.847, -2.944], [-0.719, -0.231, -4.006], [-1.590, -1.996, -2.257], [-5.094, 0.054, -1.464], [-2.809, -4.305, -0.208], [-1.189, -3.648, 0.032], [-1.570, -4.505, -1.467], [-4.224, -2.252, -0.270], [-0.674, -2.414, -2.422], [-5.964, -0.589, -1.610], [-5.162, 0.920, -2.116], [-5.084, 0.385, -0.424]], "lowdin_charge": [1.040, 0.009, -0.343, 0.128, 0.033, -0.771, 0.690, -0.076, 0.064, 0.087, 0.086, 0.091, 0.146, 0.101, -0.003, 0.095, -0.659, 0.103, 0.116, 0.618, -0.450, -0.287, -0.270, 0.638, -0.248, -0.400, -0.667, 0.141, 0.140, 0.129, 0.082, -0.480, -0.069, -0.070, -0.486, 0.063, 0.022, 0.120, 0.128, 0.120, 0.128, -0.300, 0.084, -0.301, -0.030, -0.210, -0.181, 0.143, -0.041, -0.282, 0.023, -0.304, 0.114, -0.836, 0.583, 0.090, -0.028, 0.090, 0.040, 0.086, 0.127, 0.048, 0.084, 0.082, 0.075], "charge": -1, "homo_ev": [-5.14, -5.14], "multiplicity": 1, "energy_ev": -132444.9292, "lumo_energy_ev": [1.48, 1.48], "de_lowest_ev": 1.5481}

(2)
{"formula": "C18H18FN2O5", "method": "ωB97M-V with the def2-TZVPD basis set", "elements": ["C", "O", "C", "C", "C", "C", "C", "C", "C", "N", "C", "N", "C", "C", "H", "H", "H", "H", "H", "H", "H", "H", "C", "C", "O", "C", "C", "F", "C", "O", "O", "C", "C", "O", "H", "H", "H", "H", "H", "H", "H", "H", "H", "H"], "coordinates": [[-5.004, 2.453, 1.889], [-4.345, 1.215, 2.243], [-3.017, 1.067, 1.975], [-2.467, -0.204, 2.256], [-1.183, -0.491, 1.856], [-0.370, 0.493, 1.280], [1.059, 0.124, 0.910], [2.044, 1.241, 1.096], [3.390, 1.024, 0.831], [4.550, 0.918, 0.687], [1.782, 2.349, 1.921], [1.610, 3.295, 2.592], [-0.908, 1.748, 0.992], [-2.203, 2.067, 1.395], [-6.039, 2.270, 2.180], [-4.591, 3.302, 2.453], [-4.938, 2.653, 0.810], [-3.093, -0.949, 2.746], [-0.792, -1.501, 1.989], [1.388, -0.724, 1.541], [-0.322, 2.482, 0.436], [-2.586, 3.081, 1.246], [-3.145, -1.953, -2.134], [-2.022, -2.327, -1.212], [-0.961, -1.337, -1.399], [0.084, -1.587, -0.589], [1.097, -0.421, -0.489], [0.798, 0.558, -1.438], [2.484, -1.049, -0.762], [2.916, -1.977, -0.109], [3.176, -0.457, -1.745], [4.574, -0.918, -1.782], [5.247, -0.122, -2.859], [0.173, -2.611, 0.066], [-3.980, -2.638, -1.981], [-3.501, -0.938, -1.943], [-2.838, -2.036, -3.179], [-2.337, -2.297, -0.159], [-1.624, -3.324, -1.438], [5.030, -0.711, -0.805], [4.583, -1.995, -1.980], [6.312, -0.358, -2.871], [4.837, -0.366, -3.843], [5.132, 0.949, -2.669]], "lowdin_charge": [-0.075, -0.110, -0.277, -0.011, -0.038, -0.164, -0.185, -0.245, -0.261, 0.120, -0.303, 0.078, -0.017, -0.005, 0.083, 0.091, 0.091, 0.113, 0.120, 0.163, 0.125, 0.103, -0.076, -0.210, 0.026, -0.402, -0.239, 0.075, -0.428, 0.124, 0.011, -0.222, -0.081, 0.109, 0.075, 0.081, 0.077, 0.122, 0.126, 0.088, 0.121, 0.073, 0.072, 0.083], "charge": -1, "homo_ev": -3.56, "multiplicity": 1, "energy_ev": -34893.9157, "lumo_energy_ev": 2.60, "de_lowest_ev": 0.0000}

(3)
{"formula": "C18H18N11PtS2", "method": "ωB97M-V with the def2-TZVPD basis set", "elements": ["Pt", "N", "C", "S", "N", "N", "C", "C", "C", "C", "C", "C", "N", "H", "H", "H", "H", "H", "H", "H", "N", "C", "N", "C", "N", "N", "C", "N", "C", "C", "C", "C", "C", "N", "H", "H", "H", "H", "H", "H", "H", "H", "S", "C", "C", "N", "C", "H", "H", "H"], "coordinates": [[0.200, -0.178, -0.014], [0.474, 2.496, -3.904], [0.404, 1.905, -2.730], [1.070, 0.283, -2.542], [-0.136, 2.531, -1.716], [-0.131, 2.051, -0.506], [-0.394, 2.853, 0.478], [-0.360, 2.384, 1.827], [-0.558, 3.267, 2.897], [-0.532, 2.774, 4.191], [-0.280, 1.424, 4.377], [-0.055, 0.618, 3.261], [-0.106, 1.072, 2.022], [0.895, 2.053, -4.708], [0.122, 3.438, -4.021], [-0.597, 3.903, 0.276], [-0.722, 4.315, 2.697], [-0.700, 3.430, 5.033], [-0.249, 0.989, 5.362], [0.166, -0.430, 3.405], [3.644, 0.011, -0.616], [3.415, -0.975, 0.230], [4.430, -1.699, 0.654], [4.251, -2.670, 1.550], [5.257, -3.379, 1.988], [3.000, -2.923, 2.006], [2.005, -2.222, 1.540], [2.137, -1.221, 0.655], [0.655, -2.579, 2.007], [0.490, -3.594, 2.945], [-0.790, -3.930, 3.354], [-1.867, -3.250, 2.805], [-1.618, -2.246, 1.873], [-0.392, -1.924, 1.495], [4.584, 0.168, -0.947], [2.883, 0.582, -0.961], [6.192, -3.182, 1.663], [5.126, -4.102, 2.681], [1.363, -4.087, 3.340], [-0.946, -4.706, 4.089], [-2.880, -3.490, 3.083], [-2.438, -1.691, 1.432], [-2.445, -3.065, -2.667], [-1.040, -3.878, -2.124], [-0.248, -3.045, -1.402], [-0.749, -1.789, -1.279], [-1.894, -1.647, -1.900], [-0.869, -4.909, -2.360], [0.694, -3.291, -0.945], [-2.447, -0.723, -1.931]], "lowdin_charge": [1.229, 0.170, -0.744, 0.839, -0.001, -0.110, 0.000, -0.242, 0.055, 0.026, 0.026, -0.082, 0.043, 0.133, 0.152, 0.166, 0.142, 0.142, 0.134, 0.112, 0.182, -0.436, 0.204, -0.399, 0.244, 0.202, -0.303, 0.060, -0.220, 0.051, 0.025, 0.017, -0.094, -0.002, 0.143, 0.007, 0.146, 0.143, 0.131, 0.140, 0.134, 0.132, 1.175, -0.305, -0.227, -0.212, -0.440, 0.097, 0.118, 0.097], "charge": 3, "homo_ev": [-17.45, -17.47], "multiplicity": 1, "energy_ev": -60238.6138, "lumo_energy_ev": [-12.43, -12.39], "de_lowest_ev": 5.1164}

(4)
{"formula": "C18H18N2O3S", "method": "ωB97M-V with the def2-TZVPD basis set", "elements": ["C", "C", "O", "C", "C", "C", "C", "O", "C", "C", "S", "C", "N", "C", "C", "C", "C", "C", "C", "C", "O", "N", "C", "C", "H", "H", "H", "H", "H", "H", "H", "H", "H", "H", "H", "H", "H", "H", "H", "H", "H", "H"], "coordinates": [[-4.767, -1.473, 0.612], [-3.236, -1.451, 1.042], [-2.378, -1.708, -0.053], [-1.137, -1.827, 0.155], [-0.377, -2.300, -1.071], [0.920, -2.206, -0.784], [1.507, -1.917, 0.530], [2.850, -1.653, 0.467], [3.833, -1.673, -0.626], [3.596, -0.033, -1.117], [3.346, 0.979, 0.187], [1.530, 1.264, 0.101], [1.062, 1.078, -1.116], [-0.433, 1.174, -0.985], [-1.130, 0.752, -2.357], [-2.567, 1.002, -2.185], [-3.173, 1.545, -1.212], [-2.577, 1.847, 0.060], [-1.131, 1.820, -0.259], [-0.340, 2.045, 1.195], [-0.909, 2.255, 2.225], [0.995, 2.010, 1.082], [0.788, -1.467, 1.347], [-0.623, -1.462, 1.291], [-5.620, -1.065, 1.416], [-4.984, -2.548, 0.336], [-5.062, -0.705, -0.061], [-3.271, -2.133, 2.141], [-3.157, -0.390, 1.422], [-0.868, -2.364, -2.017], [1.595, -2.169, -1.673], [4.789, -1.656, -0.093], [3.709, -2.334, -1.283], [4.426, 0.162, -1.875], [2.594, -0.124, -1.628], [-0.483, 0.397, -3.070], [-3.002, 0.591, -3.367], [-4.226, 1.664, -1.397], [-3.010, 2.170, 0.804], [1.428, 2.045, 2.044], [1.241, -1.047, 2.418], [-1.104, -1.278, 2.254]], "lowdin_charge": [-0.094, -0.254, -0.014, -0.362, 0.060, 0.000, -0.359, -0.167, -0.080, -0.504, 0.983, -0.561, 0.117, -0.227, 0.096, -0.151, -0.149, 0.101, -0.097, -0.388, 0.102, 0.130, -0.102, -0.030, 0.132, 0.079, 0.018, 0.194, 0.104, 0.112, 0.125, 0.116, 0.021, 0.100, 0.054, 0.062, 0.185, 0.109, 0.019, 0.191, 0.204, 0.124], "homo_ev": -7.91, "multiplicity": 1, "energy_ev": -38903.4205, "lumo_energy_ev": 0.06, "de_lowest_ev": 14.2677}

(5)
{"formula": "C18H18N4ORe", "method": "ωB97M-V with the def2-TZVPD basis set", "elements": ["Re", "C", "N", "C", "C", "C", "C", "C", "C", "N", "C", "C", "C", "C", "C", "C", "N", "C", "C", "C", "C", "C", "N", "H", "H", "H", "H", "H", "H", "H", "H", "H", "H", "H", "H", "H", "H", "H", "H", "H", "H", "O"], "coordinates": [[0.013, -0.253, 0.247], [1.593, 1.596, -1.317], [0.117, 1.448, -1.143], [-0.614, 0.828, -2.292], [-1.886, 0.125, -1.820], [-3.108, 0.478, -2.342], [-4.216, -0.280, -1.963], [-4.049, -1.326, -1.066], [-2.798, -1.553, -0.516], [-1.724, -0.843, -0.885], [-0.531, 2.705, -0.670], [-1.215, 2.531, 0.658], [-1.911, 3.564, 1.262], [-2.510, 3.340, 2.488], [-2.401, 2.086, 3.083], [-1.696, 1.106, 2.429], [-1.109, 1.324, 1.233], [2.322, 1.449, 0.015], [3.247, 2.387, 0.410], [3.977, 2.131, 1.570], [3.729, 0.969, 2.286], [2.716, 0.122, 1.870], [2.018, 0.352, 0.750], [1.849, 2.556, -1.767], [1.925, 0.810, -1.997], [0.052, 0.091, -2.742], [-0.880, 1.563, -3.053], [-3.194, 1.284, -3.057], [-5.195, -0.060, -2.367], [-4.883, -1.943, -0.765], [-2.631, -2.322, 0.227], [-1.250, 3.044, -1.418], [0.226, 3.486, -0.586], [-1.980, 4.528, 0.776], [-3.058, 4.133, 2.980], [-2.856, 1.875, 4.040], [-1.578, 0.114, 2.846], [3.428, 3.269, -0.187], [4.732, 2.829, 1.907], [4.287, 0.732, 3.180], [2.450, -0.768, 2.425], [0.469, -1.841, 0.438]], "lowdin_charge": [1.529, -0.088, -0.278, -0.092, -0.260, 0.018, 0.011, -0.001, -0.065, -0.062, -0.065, -0.231, 0.020, 0.007, -0.008, -0.082, -0.066, -0.251, 0.018, 0.011, -0.001, -0.066, -0.067, 0.139, 0.142, 0.140, 0.140, 0.132, 0.133, 0.129, 0.134, 0.146, 0.146, 0.138, 0.134, 0.130, 0.126, 0.132, 0.133, 0.129, 0.132, -0.365], "s2": 0.75, "charge": 2, "homo_ev": [-15.12, -14.77], "multiplicity": 2, "energy_ev": -29081.8242, "lumo_energy_ev": [-7.20, -7.31], "de_lowest_ev": 0.0000}

(6)
{"formula": "C18H19B2F15HgNO20P2S", "method": "ωB97M-V with the def2-TZVPD basis set", "elements": ["Hg", "O", "C", "O", "B", "O", "C", "O", "O", "C", "O", "C", "O", "O", "O", "C", "O", "B", "O", "C", "O", "O", "C", "O", "C", "O", "O", "P", "F", "F", "F", "F", "F", "F", "P", "F", "F", "F", "F", "F", "F", "C", "F", "F", "F", "S", "O", "O", "O", "C", "C", "C", "C", "C", "C", "N", "O", "C", "C", "C", "H", "H", "H", "H", "H", "H", "H", "H", "H", "H", "H", "H", "H", "H", "H", "H", "H", "H", "H"], "coordinates": [[-0.345, 11.828, 24.247], [0.396, 6.861, 16.893], [0.225, 7.921, 17.423], [0.642, 8.260, 18.628], [0.416, 9.692, 18.876], [-0.370, 10.145, 17.712], [-0.559, 9.152, 16.873], [-1.159, 9.148, 15.834], [1.611, 10.547, 18.979], [1.629, 11.192, 20.148], [2.440, 11.965, 20.532], [0.372, 10.729, 20.926], [-0.249, 9.853, 20.197], [-0.024, 11.218, 21.955], [-5.827, 7.067, 23.522], [-5.233, 7.851, 22.839], [-5.383, 9.171, 22.884], [-4.285, 9.801, 22.111], [-3.736, 8.705, 21.311], [-4.091, 7.544, 21.846], [-3.651, 6.471, 21.576], [-3.222, 10.417, 22.967], [-3.113, 11.684, 22.708], [-2.346, 12.455, 23.259], [-4.128, 12.027, 21.587], [-4.828, 10.935, 21.349], [-4.213, 13.075, 21.024], [3.545, 12.181, 25.032], [3.494, 10.694, 25.626], [3.243, 11.610, 23.546], [1.929, 12.382, 25.263], [3.602, 13.686, 24.433], [3.845, 12.750, 26.511], [5.155, 12.022, 24.762], [-0.012, 8.346, 24.592], [-1.049, 9.624, 24.855], [-1.280, 7.341, 24.774], [-0.313, 8.435, 23.029], [0.966, 7.098, 24.398], [1.160, 9.439, 24.445], [0.243, 8.307, 26.200], [-0.526, 15.109, 21.307], [-1.695, 14.768, 21.863], [-0.307, 14.225, 20.327], [-0.639, 16.335, 20.802], [0.865, 15.007, 22.569], [0.799, 16.313, 23.214], [0.442, 13.886, 23.420], [2.062, 14.792, 21.810], [-0.297, 10.711, 27.739], [-0.329, 12.132, 28.312], [1.018, 12.320, 29.034], [1.327, 13.788, 29.310], [1.151, 14.599, 28.029], [-0.242, 14.502, 27.394], [-0.382, 13.058, 27.178], [-1.374, 12.669, 26.205], [-1.354, 15.197, 28.191], [-0.104, 15.252, 26.091], [-1.515, 12.209, 29.326], [0.271, 10.656, 26.813], [-1.303, 10.347, 27.516], [0.173, 10.014, 28.432], [0.945, 11.866, 30.032], [1.811, 11.779, 28.520], [2.379, 13.910, 29.584], [0.696, 14.228, 30.090], [1.880, 14.222, 27.305], [1.479, 15.640, 28.120], [-1.056, 16.234, 28.381], [-2.207, 15.401, 27.528], [-1.752, 14.708, 29.076], [-0.009, 16.342, 26.187], [0.765, 14.966, 25.506], [-0.939, 15.246, 25.381], [-2.361, 12.641, 28.789], [-1.261, 12.808, 30.202], [-1.707, 11.201, 29.687], [-2.189, 12.730, 26.724]], "lowdin_charge": [1.344, 0.124, -0.393, 0.238, -0.847, 0.238, -0.399, 0.120, 0.222, -0.372, 0.186, -0.351, 0.261, 0.071, 0.130, -0.390, 0.215, -0.849, 0.242, -0.388, 0.163, 0.248, -0.352, 0.047, -0.379, 0.240, 0.162, 0.160, -0.153, -0.153, -0.216, -0.159, -0.171, -0.190, 0.164, -0.232, -0.161, -0.116, -0.134, -0.160, -0.168, -0.654, 0.108, 0.125, 0.119, 0.498, -0.329, -0.398, -0.278, -0.050, -0.491, -0.129, -0.173, -0.140, -0.499, -0.076, -0.068, -0.033, -0.060, -0.027, 0.057, 0.087, 0.095, 0.115, 0.125, 0.110, 0.100, 0.111, 0.124, 0.082, 0.083, 0.051, 0.096, 0.065, 0.089, 0.069, 0.067, 0.078, 0.108], "charge": -3, "homo_ev": -3.09, "multiplicity": 1, "energy_ev": -137141.7443, "lumo_energy_ev": 5.04, "de_lowest_ev": 0.0000}